Record 1
A cluster of 13 separate species, C46H128N10O16 in total at a distorted geometry, computed with ωB97M-V/def2-TZVPD.

Computed properties:
**Net charge**: 0
**LUMO level**: 0.579 eV
**2S+1**: 1
**Gap between HOMO and LUMO**: 9.4 eV

Each line ends with the Löwdin charge.
Element x y z (Å)
H -5.09 8.08 -1.96  0.077
H 6.42 2.17 -5.63  0.139
O -5.58 -3.14 2.24  -0.081
H -3.75 8.75 -0.96  0.089
H -6.66 -6.46 0.69  0.084
H -5.48 -3.26 1.29  0.033
H 2.49 -2.01 2.26  0.090
H -0.74 -4.75 0.69  0.050
H 3.54 -4.85 -0.67  0.106
H -5.34 6.41 1.14  0.052
C -2.85 6.34 -0.04  -0.238
O -2.99 -2.86 3.46  -0.062
O 0.76 -3.59 3.87  -0.096
H 4.91 1.36 9.03  0.061
C 5.07 1.81 -1.79  -0.074
C 0.50 0.79 -8.01  -0.046
H 5.27 6.50 -3.21  0.138
C 1.85 -3.82 -0.59  -0.213
H -2.09 6.15 -0.81  0.129
H 3.15 6.72 -1.25  0.084
C 5.74 5.44 -1.40  -0.046
O 1.13 -0.84 3.45  -0.113
H -6.22 -6.25 -2.94  0.055
C 0.27 -0.88 -6.06  -0.173
C 1.33 -0.01 -1.65  -0.087
H -2.10 3.99 2.01  0.097
O -3.58 1.00 -1.29  -0.211
N -6.45 -6.45 -2.01  0.025
H -0.72 -5.18 2.49  0.075
H -3.28 -3.69 3.10  0.078
H -0.26 -2.12 -1.41  0.052
H -1.51 5.67 2.10  0.102
C -1.26 -0.29 0.96  -0.367
H 4.65 0.79 -1.47  0.105
H -5.85 0.56 -3.43  0.071
H 3.19 1.22 9.26  0.085
H 1.39 5.24 0.11  0.082
H -2.44 7.14 0.63  0.135
H 6.94 1.12 -3.48  0.124
C -4.05 2.10 -0.48  -0.097
H 2.12 -1.53 -8.66  0.081
C 3.81 5.02 -3.02  -0.206
N 3.98 2.76 4.15  0.045
H -2.40 1.43 1.43  0.046
H 0.76 -1.80 -5.62  0.132
H 1.58 5.82 1.71  0.073
H -2.95 -2.62 -1.01  0.087
H -4.10 0.98 -3.48  0.055
O 0.21 -0.35 -0.86  -0.216
H 3.93 1.95 -5.63  0.045
H -1.89 -5.91 1.34  0.095
C 1.96 3.42 2.86  -0.170
C 1.14 -0.39 -7.22  -0.456
C -4.11 7.87 -1.55  -0.064
C 0.32 -7.45 2.23  -0.262
H -1.43 -8.80 0.92  0.069
N 4.11 3.43 7.90  0.026
O 3.08 -4.22 -1.27  -0.076
C -4.12 -2.10 3.79  -0.241
H -0.01 1.70 6.19  0.096
C -7.14 -5.69 0.10  -0.047
H 4.49 1.10 2.02  0.094
H -6.06 -2.19 -3.34  0.063
C 5.91 0.96 -3.83  -0.282
H 4.12 0.19 -5.76  0.073
H 2.61 2.76 -3.29  0.081
O 1.81 1.00 6.47  -0.204
C -4.61 -0.07 -1.18  -0.157
H 5.21 4.81 -0.66  0.062
H -3.82 -1.15 4.20  0.108
O -4.65 -3.77 -0.42  -0.222
H -5.67 0.18 -1.03  0.126
H 0.52 -1.83 -8.44  0.064
H -3.06 -3.21 0.70  0.074
C 2.09 -3.12 4.02  -0.242
H 7.62 0.03 -5.41  0.042
C -0.82 -8.26 2.89  -0.400
H 0.67 -9.47 3.93  0.075
H 0.29 -2.78 4.18  0.088
O 1.37 3.77 1.61  -0.205
H 2.77 0.96 2.09  0.048
H -4.80 -2.60 4.47  0.123
H 3.36 2.06 4.53  0.039
H -0.78 -10.03 1.77  0.051
H 3.12 5.53 -3.74  0.133
H 2.78 -3.81 3.51  0.114
C -6.46 -5.27 -1.20  -0.426
H 4.86 2.28 3.99  0.065
H 2.42 -3.03 5.09  0.123
C -4.95 -4.88 -1.18  -0.199
H -1.95 -0.58 0.14  0.131
H -3.59 -1.32 -2.82  0.132
H 4.64 1.31 -7.13  0.086
C 4.71 6.09 -2.37  -0.445
H 4.40 4.25 -3.53  0.115
H 1.21 1.22 -8.69  0.058
H 4.26 1.92 6.41  0.109
N -1.39 -9.23 1.86  0.027
H -2.62 -4.21 -0.60  0.076
H 5.72 -0.11 -3.52  0.148
H -4.63 -4.67 -2.23  0.141
H -5.04 2.40 -0.80  0.087
C 2.07 3.45 -2.64  -0.112
H 1.07 -8.20 1.92  0.131
C 0.48 0.75 6.51  -0.139
H 0.78 -6.71 2.95  0.131
H -0.75 -1.09 -6.49  0.138
H 1.43 -4.59 0.05  0.104
C -0.86 -5.49 1.46  -0.051
C -4.97 -1.86 2.53  -0.210
H 3.16 -1.44 3.65  0.105
H 0.16 0.47 7.49  0.078
H -8.21 -5.94 0.01  0.085
H -7.06 -4.87 0.82  0.059
C -4.58 -0.85 -2.55  -0.383
H -4.12 1.82 0.57  0.070
C 2.23 2.14 7.15  -0.240
C 4.00 1.06 8.53  -0.039
H 1.91 4.23 3.56  0.115
H 0.02 -8.17 4.90  0.076
H -5.77 -1.13 2.73  0.122
H 1.48 -0.75 -2.46  0.094
H -4.40 -1.55 1.65  0.087
H -1.29 1.12 2.68  0.096
H 0.42 -1.05 2.78  0.018
H -0.22 -2.01 0.86  0.072
C 0.91 -3.59 -1.75  -0.262
N 6.73 0.01 -5.84  0.023
H 1.91 -2.89 -0.02  0.104
N -5.78 -1.70 -2.53  0.041
H -1.79 0.44 -4.41  0.097
N -0.70 -1.52 1.61  0.084
H 0.75 0.52 0.89  0.103
H -2.68 -0.01 2.50  0.062
H -5.77 -2.31 -1.72  0.046
H 2.08 -0.04 -6.80  0.109
C -4.23 6.76 -0.53  -0.473
N 1.36 -1.56 -7.99  0.033
H 0.25 -0.06 5.80  0.084
C 4.54 1.17 -6.02  -0.051
H 1.97 3.04 6.48  0.132
O 0.02 -6.64 1.15  -0.210
C -1.81 4.86 1.40  -0.108
H 4.35 2.56 -1.47  0.060
C -4.85 0.23 -3.65  -0.057
H 3.48 7.67 -2.45  0.082
H -0.28 0.37 -8.70  0.080
H 2.93 5.08 1.02  0.084
H -5.07 8.06 0.96  0.089
H 1.20 0.98 -2.10  0.056
H -1.03 4.59 0.74  0.057
H 4.07 3.80 2.38  0.121
C 3.76 2.10 7.39  -0.416
H -1.48 -2.13 1.87  0.067
O 5.09 1.86 -3.23  -0.199
C 3.54 1.69 1.84  -0.048
H -0.54 1.43 0.05  0.141
H 3.37 1.87 0.77  0.057
N -5.14 7.14 0.51  0.046
O 0.20 0.16 -5.04  -0.214
H -4.85 -0.12 -4.66  0.066
H 1.72 2.90 -1.76  0.073
H 0.08 1.60 -7.41  0.070
H 3.99 0.08 8.07  0.072
H 1.19 3.87 -3.14  0.101
H 6.19 6.20 -0.76  0.070
H -4.33 -5.68 -0.77  0.134
C -0.81 0.02 -4.07  -0.108
C -0.11 0.43 0.27  -0.156
C -3.32 -3.43 -0.33  -0.126
H -0.49 0.56 -3.20  0.051
H 5.00 3.31 8.38  0.061
C 5.96 1.20 -5.32  -0.380
H 0.67 -4.52 -2.22  0.123
H 6.45 4.74 -1.82  0.064
O -2.98 5.19 0.72  -0.208
C 3.45 2.96 2.72  -0.369
H -3.36 2.94 -0.56  0.079
H -7.39 -6.87 -2.00  0.091
H 1.66 2.32 8.06  0.117
O 2.93 4.41 -2.11  -0.228
H 4.25 4.09 7.14  0.068
C 2.20 -1.77 3.27  -0.258
H -4.38 -0.63 -0.30  0.078
H -4.68 5.85 -0.94  0.143
C -0.25 -8.92 4.15  -0.074
H 6.87 0.02 -6.85  0.071
H 1.41 -2.90 -2.48  0.123
H -0.96 -9.55 4.67  0.072
H 2.28 0.12 -1.07  0.101
O -0.32 -3.09 -1.33  -0.088
C 1.83 5.00 1.08  -0.119
H 5.98 1.96 -1.26  0.078
H -6.94 -4.39 -1.65  0.131
H -1.68 -7.61 3.19  0.133
H -0.88 -1.08 -3.83  0.100
N 3.98 7.12 -1.75  0.034
H 1.38 2.54 3.16  0.123
C -1.95 0.60 1.97  -0.023
H -3.37 7.60 -2.32  0.082


Record 2
A cluster of 2 separate species, C5H10N2O in total at a distorted geometry, computed with ωB97M-V/def2-TZVPD.

Computed properties:
**Net charge**: 0
**LUMO level**: 0.562 eV
**SMILES string**: C=C(C)N.N#CCO
**2S+1**: 1
**Gap between HOMO and LUMO**: 9.1 eV

Each line ends with the Löwdin charge.
Element x y z (Å)
N -0.77 -1.61 -2.12  0.156
H 0.12 2.38 0.57  0.058
H -2.19 -1.05 1.57  0.056
O 2.38 -0.51 -1.46  -0.059
N -1.70 0.66 -0.47  0.072
H -1.40 1.37 -1.11  0.091
H 0.53 1.41 1.93  0.059
H 2.03 0.34 -1.76  0.088
H 1.38 1.35 0.39  0.059
C -1.07 0.50 0.72  -0.443
H -2.01 -0.19 -0.93  0.067
C -1.35 -0.38 1.67  0.006
H 1.01 -0.40 0.17  0.120
C 0.39 1.36 0.86  -0.055
H 1.83 -2.09 -0.34  0.127
H -0.76 -0.46 2.57  0.050
C 0.22 -1.51 -1.52  -0.197
C 1.36 -1.18 -0.73  -0.257


Record 3
A structure of composition C28H35Cl3N6O2SV, computed with ωB97M-V/def2-TZVPD.

Computed properties:
**Expectation value of S²**: 3.758
**Net charge**: +2
**LUMO level (spin up / spin down)**: -4.942 / -5.197 eV
**2S+1**: 4
**Gap between HOMO and LUMO (spin up / spin down)**: 7.7 / 7.5 eV

Each line ends with the Mulliken spin population.
Element x y z (Å)
H -5.13 -0.54 -7.30  0.000
H -3.66 -0.64 -5.38  -0.001
H 0.75 -2.86 2.65  0.004
C -1.39 2.44 -3.34  0.017
C -4.40 0.32 -3.65  0.010
H -1.56 3.41 -3.77  0.000
H -2.72 1.79 -0.06  -0.008
C -4.81 1.43 -2.92  -0.001
N -0.83 0.69 -2.07  -0.082
H 2.53 -2.85 -3.11  0.001
H -1.95 0.81 -6.02  0.000
H 2.22 2.59 2.84  -0.001
V -0.41 -0.50 -0.33  2.892
C -6.38 -2.14 -5.58  0.000
H 0.22 3.76 3.74  0.000
C -1.24 1.73 1.49  0.074
Cl -7.89 1.39 -4.61  0.000
C -2.55 1.21 -5.21  0.000
H -3.39 1.46 1.55  0.001
C 0.11 3.02 2.97  0.020
H 0.36 -1.14 2.59  -0.005
N 1.77 -0.61 0.26  0.005
C -4.52 -0.92 -3.03  0.005
H -4.23 -1.81 -3.59  0.004
H -6.30 0.78 -7.20  0.000
C -1.15 2.69 2.47  0.002
H 1.29 -3.63 -2.11  -0.003
H 1.16 -0.92 -2.95  0.002
C 2.20 0.68 0.82  -0.018
O -4.74 0.99 -5.97  0.000
H -5.66 2.19 -1.10  0.000
C -1.39 0.26 -3.19  0.071
C -6.49 -0.72 -5.68  0.000
C 1.47 -2.86 -2.86  0.006
C -5.68 0.12 -6.62  0.000
H 2.56 1.30 -0.01  -0.002
C -0.83 2.07 -2.16  0.051
C -5.42 0.06 -1.06  -0.001
C 1.23 2.36 2.47  -0.002
C -2.54 1.26 0.88  0.010
C -3.86 0.39 -5.06  -0.001
C -1.84 -2.36 1.60  0.011
H -1.88 -0.45 2.58  -0.011
H 2.31 -0.81 -0.57  0.011
H -2.04 3.17 2.86  0.000
H -0.28 -3.11 0.53  0.011
H -0.41 2.69 -1.39  0.002
H 3.03 0.56 1.52  -0.001
H -1.82 -2.92 2.53  0.003
C 1.05 1.41 1.48  0.080
H -3.47 -1.09 2.20  0.003
H -2.83 2.23 -5.47  0.000
N -2.43 -0.18 0.57  0.013
H -5.73 -2.74 -6.20  0.000
C 1.90 -1.76 1.19  0.015
C 0.62 -2.01 1.98  0.020
C -7.21 -2.68 -4.64  0.000
C -5.33 1.32 -1.63  -0.001
H -5.12 -2.06 -1.30  0.001
H 2.11 -2.64 0.59  -0.006
S -8.15 -1.47 -3.87  0.000
C -2.45 -0.99 1.82  0.025
Cl -6.04 -0.09 0.55  0.000
H -2.45 -2.92 0.89  -0.008
H -7.35 -3.71 -4.38  0.000
C -5.02 -1.08 -1.75  -0.016
H 0.89 -3.10 -3.75  0.001
N -1.74 1.28 -3.99  0.009
N -0.48 -2.23 1.01  -0.026
H 2.74 -1.62 1.87  0.001
Cl -4.72 3.03 -3.58  0.000
O 1.05 -1.61 -2.28  0.007
H -3.22 -0.44 -0.01  -0.023
H -1.56 -0.77 -3.45  -0.019
N -0.16 1.10 1.01  -0.154
C -7.43 -0.25 -4.81  0.000


Record-wise energy above the lowest of the compared OMol25 structures with the same formula, charge and spin values, in kcal per mole: 73.0 75.7 5.0